C2H31O18V2 as an isolated structure. Source: the Open Molecules 2025 dataset; level of theory: ωB97M-V with the def2-TZVPD basis set.

Calculated values
Net charge = +1

Atoms and positions in Å:
O (-2.270, -1.246, 1.236)
V (-0.679, -1.683, 1.233)
O (-0.051, -0.621, 0.095)
O (1.248, 0.794, -2.849)
V (0.700, 0.158, -1.457)
O (0.439, -1.366, -1.937)
C (4.136, -0.628, 0.751)
C (3.481, -0.799, -0.661)
O (2.421, 0.146, -0.501)
H (4.489, 0.374, 1.027)
H (5.038, -1.282, 0.813)
H (3.520, -0.872, 1.593)
H (3.021, -1.764, -0.752)
H (4.114, -0.514, -1.487)
O (-2.816, -1.050, 3.767)
H (-3.110, -1.297, 4.651)
H (-3.244, -1.694, 3.218)
O (1.372, -2.232, 1.416)
H (1.524, -2.745, 2.207)
H (2.170, -1.764, 1.171)
O (-2.827, 1.474, 2.841)
H (-1.914, 1.679, 2.986)
H (-3.033, 0.606, 3.155)
O (-0.270, -0.267, 2.803)
H (0.520, 0.257, 2.789)
H (-0.584, -0.214, 3.727)
O (-2.631, 1.567, 0.054)
H (-2.616, 1.226, 0.942)
H (-2.746, 2.525, 0.032)
O (-1.164, -2.780, -0.585)
H (-0.643, -2.354, -1.315)
H (-2.070, -2.457, -0.755)
O (0.243, 2.165, -0.814)
H (0.801, 2.811, -1.359)
H (-0.039, 2.688, -0.035)
O (3.274, 2.022, -3.869)
H (4.083, 1.566, -4.044)
H (2.737, 1.505, -3.270)
O (1.688, 3.623, -2.435)
H (2.321, 3.134, -2.991)
H (1.461, 4.277, -3.043)
O (-4.585, -0.599, 1.093)
H (-5.166, -1.227, 0.691)
H (-3.703, -0.993, 1.027)
O (-1.142, -3.401, 2.423)
H (-0.999, -3.407, 3.382)
H (-2.115, -3.564, 2.390)
O (-0.017, 2.365, -4.546)
H (0.599, 3.055, -4.782)
H (0.473, 1.607, -4.152)
O (-1.408, 0.354, -1.963)
H (-2.001, 0.878, -1.346)
H (-2.020, -0.060, -2.561)

Here are the Löwdin charges for atoms 1 to 5, given in e: -0.3117 1.0447 -0.3868 -0.3529 0.9459

---

One molecule with the formula C6H12O. Source: the Open Molecules 2025 dataset; level of theory: ωB97M-V with the def2-TZVPD basis set.

Calculated values
SMILES = CC[C@@]1(C)C[C@H]1O

Atoms and positions in Å:
C (-0.429, -0.575, 2.142)
C (0.535, -0.055, 1.078)
C (-0.054, 0.202, -0.323)
C (-1.550, -0.001, -0.563)
C (0.635, 1.342, -1.043)
C (0.769, -0.036, -1.576)
O (2.042, -0.606, -1.546)
H (-0.842, -1.558, 1.893)
H (-1.269, 0.112, 2.290)
H (0.083, -0.658, 3.107)
H (1.410, -0.714, 1.005)
H (0.928, 0.902, 1.442)
H (-1.741, -0.946, -1.089)
H (-2.134, -0.023, 0.360)
H (-1.961, 0.804, -1.181)
H (1.537, 1.698, -0.550)
H (0.052, 2.100, -1.558)
H (0.185, -0.272, -2.471)
H (1.926, -1.558, -1.435)

Here are the Löwdin charges for atoms 1 to 5, given in e: -0.1180 -0.1857 -0.3989 -0.0356 -0.0493

---

One molecule with the formula C21H25N3O4. Source: the Open Molecules 2025 dataset; level of theory: ωB97M-V with the def2-TZVPD basis set.

Calculated values
SMILES = O=C(CN(C(=O)CCNC(=O)c1ccco1)c1ccccc1)NC1CCCC1

Atoms and positions in Å:
O (-1.295, -2.513, -2.138)
C (-1.196, -2.382, -0.935)
C (-2.420, -2.179, -0.028)
N (-2.385, -0.890, 0.646)
C (-1.791, -0.796, 1.858)
O (-1.220, -1.747, 2.364)
C (-1.930, 0.527, 2.591)
C (-0.559, 1.076, 2.992)
N (0.151, 1.619, 1.861)
C (1.425, 1.276, 1.557)
O (2.074, 0.455, 2.175)
C (1.974, 1.998, 0.394)
C (3.263, 2.048, -0.069)
C (3.242, 2.888, -1.203)
C (1.948, 3.287, -1.349)
O (1.172, 2.762, -0.389)
C (-2.809, 0.223, -0.130)
C (-4.163, 0.488, -0.290)
C (-4.565, 1.557, -1.071)
C (-3.623, 2.358, -1.694)
C (-2.273, 2.086, -1.543)
C (-1.864, 1.017, -0.767)
N (-0.039, -2.392, -0.258)
C (1.239, -2.545, -0.918)
C (1.796, -1.199, -1.424)
C (3.302, -1.325, -1.237)
C (3.401, -2.031, 0.112)
C (2.313, -3.107, 0.031)
H (-2.434, -2.959, 0.738)
H (-3.321, -2.234, -0.641)
H (-2.492, 0.318, 3.503)
H (-2.479, 1.258, 1.998)
H (-0.684, 1.852, 3.757)
H (0.059, 0.271, 3.400)
H (-0.305, 2.335, 1.316)
H (4.105, 1.551, 0.367)
H (4.071, 3.156, -1.824)
H (1.472, 3.922, -2.071)
H (-4.890, -0.141, 0.201)
H (-5.618, 1.764, -1.194)
H (-3.941, 3.190, -2.304)
H (-1.536, 2.700, -2.036)
H (-0.815, 0.783, -0.659)
H (-0.049, -2.271, 0.748)
H (1.068, -3.212, -1.768)
H (1.420, -0.398, -0.784)
H (1.496, -0.994, -2.450)
H (3.726, -1.951, -2.025)
H (3.804, -0.359, -1.251)
H (3.171, -1.324, 0.910)
H (4.387, -2.455, 0.296)
H (2.722, -4.031, -0.376)
H (1.893, -3.329, 1.011)

Here are the Löwdin charges for atoms 1 to 5, given in e: 0.0656 -0.4763 -0.0279 0.0022 -0.4432

---

no.,HOMO-LUMO gap (eV)
1,6.449
2,10.190
3,9.674